The following is a quantum chemistry calculation of a 2-piece molecular cluster, C2H6OS2 overall in a non-equilibrium geometry, from the OMol25 dataset.

Calculated values
ΔE to the lowest compared entry with this formula, charge and spin, kJ/mol: 140.3
Total energy, eV: -25887.242
M, g mol⁻¹: 110.20
Structure (SMILES): C=CO.SS
Orbital gap, eV: 9.73

Last columns: bonded neighbours and bond lengths (Å).
Positions of all 11 atoms, in Å:
1 S 2.810 3.121 1.749  S2 1.927, H3 1.387
2 S 0.959 2.592 1.655  S1 1.927, H4 1.352
3 H 3.726 2.234 2.295  S1 1.387
4 H 0.363 2.945 2.816  S2 1.352
5 C -0.754 -1.052 -0.505  C6 1.308, H8 1.084, H9 1.134
6 C -1.577 -1.541 -1.396  C5 1.308, O7 1.414, H10 1.080
7 O -0.876 -2.309 -2.354  C6 1.414, H11 0.969
8 H -0.941 -0.229 0.175  C5 1.084
9 H 0.311 -1.404 -0.336  C5 1.134
10 H -2.623 -1.281 -1.462  C6 1.080
11 H -1.397 -3.076 -2.637  O7 0.969



The following is a quantum chemistry calculation of an isolated molecule of C5H8O in a non-equilibrium geometry, from the OMol25 dataset.

Calculated values
ΔE to the lowest compared entry with this formula, charge and spin, kJ/mol: 407.4
Total energy, eV: -7358.033
M, g mol⁻¹: 84.12
Structure (SMILES): C=C(C)CC=O
Orbital gap, eV: 8.43

Last columns: bonded neighbours and bond lengths (Å).
Positions of all 14 atoms, in Å:
1 C 1.847 0.480 0.324  C2 1.480, H7 1.085, H8 1.096, H9 1.101
2 C 0.420 0.188 0.068  C1 1.480, C3 1.509, C6 1.361
3 C -0.241 -1.078 -0.418  C2 1.509, C4 1.590, H11 1.098, H12 1.103
4 C -1.756 -0.676 -0.149  C3 1.590, O5 1.221, H13 1.111
5 O -2.314 -0.864 0.920  C4 1.221
6 C -0.629 1.044 0.208  C2 1.361, H10 1.078, H14 1.081
7 H 2.236 -0.085 1.164  C1 1.085
8 H 1.971 1.557 0.492  C1 1.096
9 H 2.429 0.221 -0.574  C1 1.101
10 H -0.790 1.155 -0.852  C6 1.078
11 H -0.081 -1.831 0.365  C3 1.098
12 H 0.066 -1.509 -1.386  C3 1.103
13 H -2.340 -0.451 -1.067  C4 1.111
14 H -0.818 1.849 0.906  C6 1.081